Molecular formula: C30H20N8O3Pt
Method: DFT, ωB97M-V/def2-TZVPD

```
62
Properties=species:S:1:pos:R:3:forces:R:3:nbo_charge:R:1
Pt -0.513178 0.673305 1.146458 -0.130 -0.148 -0.110 0.96
C 3.060464 -4.336065 -1.819404 0.013 0.034 -0.023 -0.01
C 3.570839 -3.031806 -1.915613 -0.010 -0.005 -0.014 -0.23
C 3.219607 -2.107236 -0.975229 0.047 -0.026 0.003 -0.07
C 2.418889 -2.497999 0.149557 -0.034 0.044 -0.010 0.09
C 1.864484 -3.825360 0.185518 -0.036 -0.024 -0.042 -0.11
C 2.197416 -4.724297 -0.790009 -0.032 0.002 0.048 -0.18
N 2.235404 -1.575435 1.071178 -0.058 -0.032 -0.033 -0.17
C 1.850603 -1.889129 2.337340 0.074 0.050 0.011 0.05
C 2.220777 -3.090584 2.976517 0.001 0.020 0.007 -0.13
C 1.884100 -3.323176 4.296801 0.008 0.005 0.010 -0.20
C 1.196070 -2.356138 5.010353 -0.007 -0.003 0.017 -0.10
C 0.868973 -1.132430 4.420897 -0.006 -0.018 0.006 -0.21
C 1.214872 -0.892778 3.115891 -0.028 -0.029 0.013 0.24
N 0.840630 0.375679 2.546141 0.054 -0.199 0.035 -0.15
N 1.288133 1.349226 3.189696 0.128 0.037 0.129 -0.10
C 0.818203 2.576495 2.726674 -0.056 0.099 -0.103 0.26
C 1.297876 3.747395 3.275768 0.112 -0.110 0.076 -0.17
C 0.811067 4.942948 2.781501 -0.039 0.145 -0.040 -0.13
C -0.130051 4.917040 1.765779 -0.121 0.086 -0.131 -0.19
C -0.576378 3.704413 1.261656 0.178 -0.050 0.219 0.07
N -0.108775 2.550577 1.744666 -0.089 0.069 -0.036 -0.44
H 3.311211 -5.053994 -2.590683 0.005 -0.004 0.003 0.25
H 4.225806 -2.769451 -2.734358 -0.011 -0.001 -0.005 0.25
H 3.599602 -1.094741 -0.991902 -0.015 0.005 0.004 0.24
H 1.116775 -4.063585 0.929967 -0.023 0.008 -0.024 0.25
H 1.762849 -5.713729 -0.795634 0.006 -0.005 -0.001 0.25
H 2.869915 -3.779950 2.454182 -0.003 -0.005 0.007 0.24
H 2.190839 -4.240639 4.779073 -0.002 -0.004 -0.004 0.25
H 0.938091 -2.529345 6.046440 -0.001 0.000 -0.001 0.25
H 0.342119 -0.374151 4.983473 0.003 -0.004 -0.001 0.25
H 2.039659 3.699091 4.059888 -0.011 -0.009 0.012 0.26
H 1.163608 5.883159 3.182341 -0.014 0.008 -0.013 0.26
H -0.529704 5.833160 1.354874 0.001 0.009 0.006 0.26
H -1.313664 3.638341 0.474775 0.009 0.010 -0.010 0.23
O -3.800646 0.576491 -5.955865 -0.010 0.008 -0.016 -0.33
N -2.805051 1.110062 -5.529903 0.025 -0.010 0.001 0.52
O -1.964742 1.690099 -6.185926 -0.016 -0.007 -0.002 -0.36
C -2.608590 1.084599 -4.063856 -0.003 0.010 0.013 0.09
C -3.717167 1.176839 -3.312203 -0.006 0.010 -0.046 -0.14
C -3.623239 1.208860 -1.885846 -0.113 0.009 0.124 -0.08
C -4.770965 1.334147 -1.080169 0.116 0.008 -0.212 -0.07
C -4.637220 1.346973 0.281232 0.047 -0.059 0.025 -0.25
C -3.364388 1.200710 0.823044 0.256 0.074 -0.079 0.10
N -2.256892 1.089478 0.082395 -0.313 -0.009 0.059 -0.47
C -2.367019 1.109932 -1.273867 -0.021 -0.042 0.071 0.17
C -1.178456 1.024187 -2.097552 0.054 -0.008 -0.007 0.22
N 0.004965 0.978297 -1.462223 -0.019 0.025 -0.008 -0.49
C 1.102967 0.877162 -2.174774 -0.020 -0.005 -0.001 0.08
C 1.099535 0.799765 -3.571031 0.012 0.014 -0.020 -0.24
C -0.094475 0.865850 -4.237931 -0.013 -0.004 0.012 -0.10
C -1.287780 1.001417 -3.499368 -0.014 -0.003 0.013 -0.10
H -4.686646 1.227622 -3.789349 -0.001 0.000 0.004 0.27
H -5.743326 1.423455 -1.547686 0.001 -0.013 -0.008 0.25
H -5.487804 1.442977 0.939724 0.000 -0.002 0.001 0.26
H -3.231450 1.180795 1.895439 0.061 -0.054 0.001 0.23
H 2.034298 0.860737 -1.621231 0.043 0.008 0.020 0.20
H 2.030139 0.708116 -4.113368 -0.002 -0.003 0.002 0.24
H -0.123628 0.829874 -5.315087 -0.004 0.001 -0.006 0.26
O -0.407410 -2.494408 -1.316463 -0.062 -0.106 0.052 -0.58
C -0.608879 -1.867470 -0.336123 0.184 0.199 -0.073 0.79
N -0.753237 -1.275350 0.693403 -0.094 0.004 0.077 -0.83
```
Positions in Å, forces in eV/Å.

## Properties
- Charge: +2
- HOMO energy: -0.5202 Ha
- Relative energy (zero: lowest compared OMol25 entry of this formula, charge and spin): 1.3649 eV
- LUMO level: -8.59 eV
- E_tot: -52726.904 eV